{"formula": "C39H110N12O19", "method": "ωB97M-V/def2-TZVPD", "s_squared": 0.76, "total_charge": 1, "fmax_ev_per_a": 7.0, "energy_ev": -98992.16830, "homo_ev": [-10.4, -10.4], "spin_multiplicity": 2, "elements": ["C", "O", "N", "N", "H", "H", "H", "H", "C", "O", "N", "N", "H", "H", "H", "H", "C", "O", "N", "N", "H", "H", "H", "H", "C", "O", "C", "C", "N", "C", "C", "O", "C", "H", "H", "H", "H", "H", "H", "H", "H", "H", "H", "H", "H", "H", "H", "H", "C", "O", "C", "C", "N", "C", "C", "O", "C", "H", "H", "H", "H", "H", "H", "H", "H", "H", "H", "H", "H", "H", "H", "H", "C", "O", "C", "C", "N", "C", "C", "O", "C", "H", "H", "H", "H", "H", "H", "H", "H", "H", "H", "H", "H", "H", "H", "H", "C", "O", "C", "C", "N", "C", "C", "O", "C", "H", "H", "H", "H", "H", "H", "H", "H", "H", "H", "H", "H", "H", "H", "H", "C", "O", "C", "C", "N", "C", "C", "O", "C", "H", "H", "H", "H", "H", "H", "H", "H", "H", "H", "H", "H", "H", "H", "H", "C", "O", "C", "C", "N", "C", "C", "O", "C", "H", "H", "H", "H", "H", "H", "H", "H", "H", "H", "H", "H", "H", "H", "H", "O", "H", "H", "O", "H", "H", "O", "H", "H", "O", "H", "H"], "positions_angstrom": [[13.616890, -9.384190, -15.348540], [14.424750, -8.450980, -15.518860], [12.415850, -9.386980, -15.871620], [13.800240, -10.336350, -14.490960], [12.207790, -8.832980, -16.690090], [11.708160, -10.032570, -15.551490], [13.112680, -11.074590, -14.442350], [14.669590, -10.378370, -13.978550], [7.533930, -14.928640, -21.113360], [6.962250, -15.960540, -20.876570], [8.422320, -14.798600, -22.020760], [7.267340, -13.823610, -20.559370], [8.967070, -13.948220, -22.006750], [8.572720, -15.600180, -22.616530], [7.593380, -12.968990, -20.987640], [6.710360, -13.792120, -19.717420], [8.909370, -8.038790, -14.677830], [8.856020, -7.140890, -13.856830], [8.298620, -8.005140, -15.842190], [9.589510, -9.121410, -14.454040], [8.306460, -8.806150, -16.457340], [7.720360, -7.215430, -16.091340], [9.913600, -9.342320, -13.523310], [9.558230, -9.722940, -15.264770], [8.316770, -14.363440, -10.969780], [9.735850, -14.798820, -10.886430], [10.354250, -15.018030, -12.189530], [11.866930, -15.037800, -11.948210], [12.400040, -13.770700, -11.457380], [13.812540, -13.616130, -11.619050], [14.077720, -12.146950, -11.168420], [15.511190, -12.028690, -10.943090], [15.889120, -10.765880, -10.517390], [7.777270, -15.062160, -11.609170], [8.317880, -13.344460, -11.356800], [7.887530, -14.374660, -9.967920], [10.131240, -14.204260, -12.879560], [10.049620, -16.020310, -12.490780], [12.472510, -15.253700, -12.828420], [12.158530, -15.772180, -11.197380], [12.248370, -13.748910, -10.459070], [13.989050, -13.650180, -12.694130], [14.481780, -14.327090, -11.134540], [13.705770, -12.067950, -10.146890], [13.676730, -11.479210, -11.930930], [15.472750, -10.606710, -9.522710], [15.577240, -10.038830, -11.267220], [16.966960, -10.886160, -10.408410], [11.258180, -4.695970, -21.047120], [12.223490, -5.752940, -21.265160], [13.589380, -5.354410, -20.951440], [14.473590, -6.556080, -21.030710], [14.148010, -7.578900, -20.022100], [14.963910, -8.791060, -20.245510], [14.561660, -9.876770, -19.195830], [15.732590, -10.661800, -18.894960], [15.494450, -11.545960, -17.865630], [10.239910, -5.044020, -21.220550], [11.461470, -3.784240, -21.608840], [11.502500, -4.396210, -20.028020], [13.647660, -4.856730, -19.983450], [14.012880, -4.587200, -21.599620], [15.525990, -6.283260, -20.952440], [14.467080, -6.851210, -22.079970], [13.179020, -7.769270, -20.234020], [15.996790, -8.452650, -20.327570], [14.711120, -9.311190, -21.169450], [13.770820, -10.535000, -19.555580], [14.208520, -9.432730, -18.265120], [15.300960, -10.996470, -16.944370], [16.296140, -12.218230, -17.559930], [14.623610, -12.198890, -17.924160], [10.562570, -7.679790, -18.195850], [11.527930, -8.583980, -18.734720], [10.856660, -9.668970, -19.438290], [10.247210, -10.673720, -18.496700], [8.827470, -10.418840, -18.252370], [8.101730, -11.659790, -17.825350], [8.487240, -12.121390, -16.420190], [7.914410, -11.280640, -15.416890], [7.906230, -11.857610, -14.125080], [11.074850, -6.723280, -18.299620], [10.397900, -7.838280, -17.130080], [9.585860, -7.655310, -18.679110], [11.728320, -10.099270, -19.931400], [10.200540, -9.363970, -20.253500], [10.761500, -10.744270, -17.538250], [10.318360, -11.625780, -19.022640], [8.428110, -10.108980, -19.126790], [8.379380, -12.345870, -18.625530], [7.031160, -11.480190, -17.923990], [9.545500, -11.987760, -16.195870], [8.208330, -13.161210, -16.249630], [7.471590, -12.857200, -14.124710], [7.226110, -11.392790, -13.411310], [8.864390, -11.980080, -13.620060], [6.509050, -7.497760, -19.703500], [6.606180, -8.477690, -20.677550], [5.831290, -9.576440, -20.543150], [6.432510, -10.584650, -21.489330], [7.867600, -10.610090, -21.481790], [8.294140, -11.502040, -22.619960], [9.763780, -11.833270, -22.818050], [10.357710, -12.947370, -21.979400], [11.752420, -13.041980, -22.119520], [6.822090, -7.979610, -18.777260], [5.554260, -7.016500, -19.491680], [7.384120, -6.852950, -19.784530], [4.833030, -9.206850, -20.777620], [5.806110, -9.972130, -19.527820], [6.072490, -10.530920, -22.516750], [6.069090, -11.565650, -21.183290], [8.025670, -9.657720, -21.778600], [7.938300, -10.972200, -23.503560], [7.865570, -12.504070, -22.600760], [10.357670, -10.919570, -22.794630], [9.878140, -12.229210, -23.827130], [12.035710, -13.403790, -23.107920], [12.069960, -13.796180, -21.399490], [12.250810, -12.075830, -22.040420], [8.101080, -17.748580, -17.805410], [8.995400, -18.696550, -17.313600], [9.572440, -18.562390, -15.980910], [10.542600, -17.292720, -15.741380], [11.460490, -17.437730, -16.825960], [12.485390, -16.393470, -16.767380], [12.039950, -14.899740, -16.851020], [10.850410, -14.697930, -17.624220], [11.009350, -14.734180, -18.995330], [7.548710, -18.306570, -18.561480], [8.636490, -16.989980, -18.376340], [7.481290, -17.372660, -16.991390], [10.151400, -19.429700, -15.663600], [8.767820, -18.482390, -15.249960], [11.081910, -17.391580, -14.799320], [10.041270, -16.325940, -15.695520], [10.959430, -17.271480, -17.687000], [13.023550, -16.783370, -17.631360], [12.964050, -16.516310, -15.795830], [12.856930, -14.310200, -17.267060], [12.040830, -14.573050, -15.811130], [11.604570, -13.838940, -19.175210], [10.006890, -14.592510, -19.399200], [11.389760, -15.666650, -19.412310], [6.797380, -15.921480, -14.482580], [6.227070, -15.060630, -13.489620], [4.717700, -15.030230, -13.421680], [4.332920, -14.002240, -12.303500], [4.343930, -12.645400, -12.905660], [3.856380, -11.719630, -11.929450], [4.681630, -11.264300, -10.702470], [6.053510, -10.867110, -10.990830], [6.040140, -9.587320, -11.635740], [6.373120, -16.924990, -14.449830], [7.885530, -15.976420, -14.450790], [6.663800, -15.538920, -15.494460], [4.264480, -15.965340, -13.092650], [4.279680, -14.903090, -14.411660], [4.805020, -14.153570, -11.332770], [3.312520, -14.273630, -12.032900], [5.229540, -12.421560, -13.336580], [2.880880, -12.051880, -11.574340], [3.575590, -10.793780, -12.431510], [4.839740, -12.152670, -10.091000], [4.274610, -10.516980, -10.021340], [5.871500, -9.648340, -12.710880], [7.056400, -9.203220, -11.547470], [5.397340, -8.873150, -11.121080], [11.816880, -12.365830, -13.841030], [11.381370, -11.698220, -13.311080], [12.160920, -12.991520, -13.203550], [13.966160, -6.102400, -17.607010], [14.018210, -6.553670, -18.449550], [13.931610, -6.806440, -16.959410], [5.330910, -13.490390, -18.558550], [4.743840, -13.961860, -17.967530], [4.944650, -12.617920, -18.634910], [5.350690, -10.485870, -15.881400], [6.302630, -10.512090, -15.978080], [5.141920, -9.554160, -15.813770]], "forces_ev_per_a": [[2.111, 4.041, -0.109], [-0.359, -0.928, -0.568], [-2.995, -0.080, -1.967], [0.997, -2.828, 2.401], [0.134, -0.022, 0.126], [0.339, 0.169, -0.223], [0.517, -0.307, 0.285], [-0.244, -0.038, -0.190], [-1.453, -3.300, -0.310], [-1.171, -2.601, 1.011], [3.225, -0.416, -3.935], [-1.427, 5.794, 3.620], [0.667, -1.006, -0.531], [0.382, 0.412, 0.037], [-0.124, -0.201, 0.809], [-0.102, 0.014, -0.348], [-0.536, 2.905, 2.167], [-0.483, 0.882, 0.639], [-1.824, 0.167, -2.663], [1.628, -3.062, -0.278], [-0.020, 0.082, -0.300], [0.364, -0.116, 0.213], [0.085, 0.073, -0.536], [0.453, -0.900, 0.916], [2.142, -0.741, -0.166], [-1.140, 0.619, -0.517], [0.476, -0.098, 1.845], [0.552, 0.003, 0.569], [-0.979, -0.232, 0.597], [0.536, 1.858, -0.812], [2.399, -2.104, 0.938], [-1.599, -1.283, -1.559], [0.471, -0.474, 0.286], [-0.141, 0.196, -0.092], [-0.300, 0.070, -0.174], [0.298, -0.058, 0.023], [-0.352, -0.141, -0.221], [-0.178, 0.124, -0.685], [-0.509, -0.343, -0.459], [-0.428, -0.673, -0.167], [-0.616, 0.311, 0.111], [0.510, -0.224, -0.162], [-0.092, -0.084, 0.274], [-0.976, 0.594, -0.180], [0.028, 0.425, 0.374], [-0.184, 0.641, 0.089], [0.258, 0.547, 0.304], [0.062, 0.778, -0.116], [1.846, -0.203, 0.810], [0.426, 0.620, -0.573], [-0.673, 0.448, 0.349], [0.681, -0.017, -0.110], [0.283, 0.158, -1.664], [-1.640, -0.547, 0.489], [1.979, 0.503, 0.546], [-0.288, -0.013, -1.081], [-0.456, -0.306, 2.179], [0.277, -0.150, 0.163], [0.024, -0.180, -0.669], [-1.015, 0.167, 0.467], [-0.359, -0.331, 0.523], [-0.426, 0.021, -0.743], [0.067, 0.397, 0.622], [-0.535, -0.863, -0.246], [-0.417, -0.402, 0.483], [0.128, -0.588, 0.686], [0.156, 0.452, -0.716], [-0.085, -0.081, -0.320], [-0.026, 0.333, 0.079], [-0.080, 0.399, 0.307], [0.607, 0.267, -0.895], [-0.446, -0.094, -0.872], [1.166, 1.059, 0.389], [-2.161, -0.638, -0.905], [2.485, 0.390, 0.858], [-1.015, -0.347, -0.514], [-0.598, 0.334, 1.427], [1.043, 1.241, -0.733], [0.515, 0.254, 0.026], [-1.037, 0.205, 0.630], [-0.663, -0.944, 0.190], [-0.418, 0.346, 0.137], [-0.015, -0.201, 0.005], [0.133, -0.258, -0.363], [-0.197, -0.544, -0.132], [-0.381, 0.446, 0.282], [0.388, 0.063, -0.271], [0.263, -0.568, 0.061], [-0.224, -0.106, -0.231], [-0.163, -1.056, 0.538], [-0.041, -0.023, 0.294], [0.449, -0.700, -0.744], [-0.060, -0.106, -0.078], [0.164, -0.566, -0.567], [0.184, 1.088, -0.333], [0.404, 0.352, -0.334], [1.552, -0.473, 1.754], [1.641, 2.228, -0.789], [-0.826, -0.329, -0.324], [-1.770, -2.000, -0.084], [0.851, -0.757, -0.310], [0.373, 0.126, 0.598], [1.279, -0.613, 0.017], [-1.467, 2.838, -0.330], [0.131, -0.335, -0.571], [-0.444, -0.340, 0.779], [-0.128, 0.133, -0.730], [-0.582, 0.713, -0.756], [-0.657, -0.993, -0.240], [0.250, -0.023, 0.477], [-0.351, 0.660, -0.235], [-0.138, -0.206, 0.112], [1.072, 0.260, 0.065], [0.167, -0.472, -0.554], [-0.962, 0.476, 0.018], [0.447, -0.089, 0.503], [-0.220, 0.162, -0.265], [-0.122, -0.204, -0.290], [0.248, 0.383, 0.074], [0.054, 0.070, 0.599], [0.339, -0.395, -0.324], [2.188, -1.217, 1.883], [-0.542, 2.139, 0.503], [-1.563, -2.292, -0.880], [0.267, 1.651, 0.523], [-0.422, -0.808, -1.016], [0.600, -1.040, -0.718], [-0.176, -0.632, 3.021], [-0.312, 0.906, -0.283], [-0.535, 0.287, 0.193], [-0.134, 0.631, 0.324], [-0.308, 0.362, -0.203], [-0.089, -0.184, -0.924], [-0.510, -0.032, 0.066], [-0.018, -0.367, 0.179], [-0.458, 0.189, -0.208], [-0.279, -0.380, -0.226], [1.315, 1.055, 0.225], [0.724, -0.098, -0.313], [0.210, 0.038, -0.395], [-1.359, 0.505, -0.068], [0.408, -0.202, -1.127], [0.038, 0.098, -0.236], [0.458, -0.019, 0.073], [-0.456, 0.008, -0.767], [-2.076, 0.086, 0.196], [2.425, -0.415, 1.172], [-1.050, -1.293, -3.740], [0.955, -0.986, 5.043], [-2.202, 2.098, -1.595], [3.930, -1.247, 0.963], [-2.562, -0.029, -0.566], [1.452, 0.309, 0.333], [0.052, -0.065, 0.187], [-0.013, 0.111, 0.972], [-0.586, 0.233, -0.166], [0.620, -0.497, 0.144], [0.051, 0.854, -0.010], [1.054, 0.614, -0.185], [-0.454, 0.449, -0.207], [0.241, 0.331, -1.057], [0.200, -0.496, 0.305], [0.357, 0.319, -0.443], [-0.165, -0.208, 0.099], [-0.943, 0.169, -0.794], [-0.523, -0.120, -0.078], [0.018, 0.039, 0.044], [-0.279, -0.108, -0.161], [-0.382, 0.399, -1.273], [-0.075, 0.037, 0.401], [-0.033, -0.158, 0.827], [-0.377, 0.871, 0.434], [0.194, -0.592, -0.572], [0.263, -0.356, 0.507], [-0.016, 0.076, 0.324], [-0.127, -0.270, 0.046], [-0.152, 0.321, -0.042], [-0.844, -0.104, 0.123], [0.765, -0.223, 0.185], [-0.154, 0.280, -0.044]], "mulliken_charge": [0.57, -0.79, 0.54, 0.13, -0.25, -0.31, -0.04, 0.25, 0.56, -0.75, -0.14, 0.33, -0.03, 0.25, -0.53, -0.15, 0.26, -0.76, 0.00, 0.58, -0.22, 0.19, 0.08, -0.55, -0.48, -0.52, 0.69, -1.34, -0.38, -0.69, -0.22, -0.37, -0.67, 0.20, 0.13, 0.33, -0.38, 0.39, 0.45, 0.61, 0.35, 0.21, 0.48, 0.38, 0.14, 0.29, 0.26, 0.25, -0.76, -0.31, -0.65, -0.85, 0.18, -1.04, 0.58, -0.53, -0.40, 0.17, 0.33, 0.37, 0.36, 0.46, 0.50, 0.45, -0.35, 0.56, 0.29, -0.14, 0.12, 0.19, 0.43, 0.00, -0.80, 0.52, -1.20, 1.07, 1.37, 0.69, -0.98, 2.00, 0.08, 0.30, 0.26, -0.07, -0.37, 0.58, -0.44, -0.29, -0.38, -0.53, -0.11, -0.13, 0.45, 0.09, -0.60, -0.41, -0.53, -0.40, -0.41, -0.97, 0.17, -1.71, -0.67, -0.12, -0.73, -0.01, 0.39, 0.26, 0.59, -0.01, 0.69, 0.35, 0.26, 0.46, 1.08, 0.63, 0.54, 0.34, 0.17, 0.25, -0.01, -0.44, -0.74, -0.04, -0.34, -1.35, 0.55, 0.01, -0.96, 0.24, 0.02, -0.02, 0.39, 0.32, 0.43, 0.02, 0.29, 0.43, 0.53, -0.04, -0.25, 0.06, 0.30, 0.47, -1.00, -0.01, -0.92, -0.47, 0.40, -0.88, -0.53, -0.28, -0.74, 0.57, 0.11, 0.34, 0.46, 0.40, 0.35, 0.49, 0.12, 0.52, 0.41, 0.31, 0.49, 0.24, 0.24, 0.42, -0.57, 0.29, -0.12, -0.80, 0.44, 0.35, -0.60, 0.24, 0.19, -0.73, 0.10, 0.28]}